(1)
{
  "formula": "C6H11P",
  "method": "wB97M-V/def2-TZVPD",
  "symbols": ["C", "C", "C", "C", "C", "C", "P", "H", "H", "H", "H", "H", "H", "H", "H", "H", "H", "H"],
  "coordinates": [[-0.842, -1.118, -1.078], [0.773, -1.088, 0.940], [-0.873, 0.379, -0.735], [1.868, -0.828, -0.133], [0.191, -0.516, -0.274], [-1.846, 1.150, 0.202], [2.927, 0.628, -0.304], [-1.611, -1.764, -0.702], [-0.590, -1.182, -2.180], [0.657, -2.068, 1.156], [1.010, -0.534, 1.753], [-0.530, 1.111, -1.462], [2.140, -1.745, -0.718], [-1.685, 2.203, -0.004], [-1.442, 0.959, 1.143], [-2.846, 0.823, -0.036], [2.718, 1.119, 0.952], [1.919, 1.588, -0.919]],
  "forces_ev_per_a": [[-0.153, 1.143, -3.199], [1.416, 1.849, -2.543], [0.374, 1.619, 0.407], [-3.339, -0.613, -1.634], [2.877, -1.741, 1.563], [1.309, -0.831, -2.211], [-0.863, 0.565, -1.444], [-0.109, -0.300, 0.243], [-0.511, -0.582, 1.349], [-0.711, -3.020, 0.532], [0.016, 1.956, 2.678], [0.010, -0.655, -0.761], [-0.193, 1.108, 0.500], [-0.381, 0.131, 0.000], [-0.366, -0.334, 2.150], [-0.416, 0.140, 0.577], [-0.090, 0.567, 1.114], [1.131, -1.001, 0.677]]
}

(2)
{
  "formula": "C6H11PS",
  "method": "wB97M-V/def2-TZVPD",
  "symbols": ["C", "C", "C", "C", "C", "C", "P", "S", "H", "H", "H", "H", "H", "H", "H", "H", "H", "H", "H"],
  "coordinates": [[-2.213, 1.681, 1.258], [2.073, 0.376, 0.799], [-1.649, 1.117, 0.201], [2.986, 0.080, 0.063], [3.993, -0.312, -0.815], [-2.086, -1.370, -0.958], [-0.945, -0.524, 0.125], [-0.665, -1.403, 1.844], [-2.700, 2.593, 1.082], [-2.218, 1.344, 2.311], [-0.100, -0.105, -0.889], [1.181, 0.555, 1.462], [-1.600, 1.516, -0.782], [3.843, -0.119, -1.916], [5.022, 0.215, -0.734], [4.356, -1.374, -0.746], [-2.328, -0.531, -1.693], [-3.048, -1.522, -0.561], [-1.444, -2.052, -1.428]],
  "forces_ev_per_a": [[0.356, -0.324, 0.316], [-0.640, 0.130, 0.469], [-0.046, -0.967, 1.419], [-2.269, 0.788, 1.768], [4.691, -0.623, -2.934], [0.119, 3.634, -1.231], [-1.284, 0.336, 1.127], [0.408, 0.091, -0.433], [-0.588, 1.352, 0.039], [0.160, -0.342, -0.983], [1.362, -0.634, -0.005], [1.786, -0.238, -1.027], [-0.435, 0.944, -0.629], [-0.634, -0.274, 1.058], [-1.695, -0.297, 0.581], [-0.913, 0.687, 0.145], [0.548, -1.089, 0.308], [-0.802, -1.367, 0.809], [-0.126, -1.807, -0.799]]
}

(3)
{
  "formula": "C6H12",
  "method": "wB97M-V/def2-TZVPD",
  "symbols": ["C", "C", "C", "C", "C", "C", "H", "H", "H", "H", "H", "H", "H", "H", "H", "H", "H", "H"],
  "coordinates": [[-0.931, 1.464, 0.645], [-0.169, -0.601, -0.579], [-1.215, -1.637, -0.257], [0.888, -0.100, 0.296], [1.794, -0.735, -0.661], [0.697, 1.366, 0.384], [-1.066, 2.522, 0.740], [-1.787, 1.168, -0.038], [-1.208, 0.953, 1.583], [-0.410, 0.032, -1.438], [-1.024, -2.460, -0.939], [-1.153, -1.998, 0.776], [-2.267, -1.327, -0.425], [0.882, -0.623, 1.255], [2.560, -1.460, -0.327], [2.065, -0.229, -1.588], [0.982, 1.831, -0.579], [1.361, 1.833, 1.152]],
  "forces_ev_per_a": [[0.761, 1.103, 0.555], [1.754, -1.654, -1.099], [0.415, -0.471, -0.131], [-0.381, 0.339, 0.308], [-1.058, -0.636, -0.647], [-1.418, 0.449, 0.184], [-0.561, 0.764, 0.622], [1.841, -0.017, -0.067], [0.437, 0.378, -0.123], [0.403, -0.233, 0.261], [-0.367, -0.492, 0.103], [0.133, 0.028, -0.200], [0.701, 0.297, -0.033], [0.025, 0.195, 0.064], [-1.088, -0.061, -0.268], [-0.182, 0.167, 0.359], [-0.388, -0.156, 0.338], [-1.026, 0.000, -0.226]]
}

The records above give, respectively, HOMO level values of -8.8 -8.7 -7.8 eV.
The records above give, respectively, relative energy (zero: lowest compared OMol25 entry of this formula, charge and spin) values of 259.4 296.6 368.7 kJ/mol.